(1)
C30H51N2O2P2Zn | the ωB97M-V functional and the def2-TZVPD basis

As for the total charge: +1. The energy relative to the best compared isomer or geometry (same formula, charge and spin) is 256.9 kJ/mol.

Geometry (Å):
C (-2.08595, 1.43011, -1.09458)
C (-1.62444, -0.88266, -0.96853)
C (-3.20555, 1.22631, -1.91340)
C (-2.80150, -1.12015, -1.69442)
C (-3.57388, -0.09819, -2.16973)
H (-3.71028, 2.09046, -2.30841)
H (-3.04898, -2.16962, -1.90448)
H (-4.47476, -0.29702, -2.75381)
N (-1.40052, 0.41668, -0.55058)
P (-0.62901, 2.99269, 0.74265)
P (0.37168, -2.82144, 0.26527)
C (-1.61057, 2.87012, -0.83910)
H (-0.98289, 3.20246, -1.67974)
H (-2.48450, 3.53978, -0.83969)
C (-0.61207, -1.96748, -1.00201)
H (-1.04154, -2.78631, -1.66746)
C (0.94572, -4.26742, -0.86541)
C (-0.16734, -3.54121, 1.99940)
C (0.91921, 3.99929, 0.32148)
C (-1.89731, 3.89420, 1.79717)
C (2.47333, -4.12890, -0.77476)
H (2.82921, -4.26436, 0.26107)
H (2.95844, -4.88350, -1.41430)
H (2.79186, -3.12848, -1.10215)
C (0.48107, -5.66253, -0.45228)
H (0.76646, -5.95346, 0.56135)
H (-0.60422, -5.77692, -0.57500)
H (0.95693, -6.37528, -1.14484)
C (0.48240, -4.10937, -2.32171)
H (1.12861, -4.67529, -2.99904)
H (-0.54283, -4.48523, -2.47856)
H (0.49778, -3.05406, -2.61185)
C (1.04499, -4.27302, 2.61071)
H (1.89717, -3.58489, 2.70220)
H (0.77491, -4.60552, 3.62617)
H (1.36959, -5.16102, 2.04469)
C (-0.53036, -2.38941, 2.93510)
H (0.31749, -1.70209, 3.06097)
H (-1.41214, -1.84556, 2.60039)
H (-0.75789, -2.80842, 3.92503)
C (-1.40601, -4.41482, 1.82937)
H (-1.22301, -5.33080, 1.25024)
H (-1.74548, -4.73323, 2.82513)
H (-2.22081, -3.86347, 1.35591)
C (-1.30015, 4.04903, 3.20507)
H (-2.02271, 4.61720, 3.80879)
H (-1.13550, 3.08103, 3.68982)
H (-0.35072, 4.60170, 3.20870)
C (-3.19415, 3.06005, 1.85963)
H (-3.69976, 3.00665, 0.88703)
H (-3.02457, 2.04441, 2.23585)
H (-3.87566, 3.56709, 2.56279)
C (-2.27156, 5.26790, 1.21418)
H (-3.18797, 5.61319, 1.71735)
H (-1.49812, 6.02090, 1.39551)
H (-2.48384, 5.22507, 0.13839)
C (1.30760, 3.77885, -1.15082)
H (0.60888, 4.27489, -1.84125)
H (2.30337, 4.22830, -1.31538)
H (1.37237, 2.71106, -1.40622)
C (2.03847, 3.47591, 1.24518)
H (2.27476, 2.41845, 1.04872)
H (2.94422, 4.06808, 1.04791)
H (1.77984, 3.57812, 2.30630)
C (0.74215, 5.50178, 0.53713)
H (-0.05935, 5.91402, -0.08881)
H (0.57282, 5.75948, 1.58946)
H (1.67609, 5.99820, 0.22893)
Zn (0.02585, 0.79535, 0.89187)
C (-0.79511, 0.78488, 2.90211)
O (-1.89346, 0.43869, 3.30888)
N (1.27198, -0.23007, -0.27390)
C (1.13491, -1.02700, -1.24492)
C (2.03822, -0.87747, -2.55692)
C (1.86444, -1.79576, -3.76315)
C (1.83328, 0.53822, -3.07694)
C (3.49897, -0.99838, -2.12093)
H (2.22761, -2.81850, -3.61067)
H (0.84487, -1.82067, -4.16294)
H (2.49690, -1.40832, -4.59649)
H (2.19081, 1.23195, -2.31433)
H (2.36415, 0.71698, -4.02753)
H (0.76650, 0.75699, -3.22267)
H (4.18789, -0.69252, -2.94065)
H (3.64228, -0.37390, -1.23499)
H (3.75620, -2.01178, -1.82045)
O (1.38973, 1.30932, 3.92757)
C (0.42445, 1.11965, 3.22432)



(2)
C30H52BO35S8 | the ωB97M-V functional and the def2-TZVPD basis

As for the total charge: -1. Its calculated total energy is -7017.91406 a.u.

Geometry (Å):
C (1.97349, -1.09621, 3.42625)
C (3.05422, -1.87821, 2.65389)
O (2.41724, -2.81826, 1.82886)
B (2.54897, -4.18599, 2.18883)
O (3.89473, -4.64465, 2.34730)
C (1.34388, -5.10814, 2.32027)
C (0.99435, -5.47498, 3.79935)
C (2.02290, -5.06462, 4.78967)
O (2.07524, -3.98426, 5.34350)
C (0.10523, -4.33581, 1.75880)
C (-1.12017, -5.22086, 1.63492)
C (-2.42120, -4.48715, 1.22604)
C (-2.68465, -3.32946, 2.17586)
C (-2.72615, -2.02276, 1.69468)
C (-2.93085, -0.97440, 2.59582)
C (-3.08076, -1.26631, 3.94143)
C (-3.06816, -2.57018, 4.41793)
C (-2.86643, -3.61488, 3.52843)
H (1.16400, -1.80291, 3.59565)
H (1.62449, -0.24473, 2.85233)
H (2.35013, -0.80013, 4.40746)
H (3.76988, -2.31462, 3.35584)
H (3.60646, -1.13765, 2.06060)
H (4.14123, -4.70556, 3.27563)
H (0.86020, -6.56492, 3.91969)
H (0.04580, -5.01390, 4.09892)
H (2.79943, -5.80534, 5.08603)
H (0.40200, -3.96584, 0.77443)
H (-0.05392, -3.47107, 2.41826)
H (-0.86098, -5.99812, 0.91111)
H (-1.32357, -5.74697, 2.57103)
H (-3.23778, -5.20890, 1.31380)
H (-2.32203, -4.10687, 0.20849)
H (-2.58602, -1.84745, 0.63679)
H (-2.97219, 0.04177, 2.22402)
H (-3.21379, -0.45597, 4.65046)
H (-3.21691, -2.76031, 5.47272)
H (-2.84729, -4.63633, 3.88217)
C (0.45503, 3.51726, 0.11077)
C (1.62102, 4.36590, 0.56178)
O (1.96058, 3.84663, 1.86006)
S (1.66314, 2.26514, 1.89023)
O (2.88014, 1.58082, 1.62881)
O (0.85877, 1.98912, 3.02147)
O (0.77038, 2.19632, 0.57640)
H (-0.47370, 3.83611, 0.58015)
H (0.33178, 3.51560, -0.96481)
H (1.37082, 5.42061, 0.62571)
H (2.48607, 4.23606, -0.09312)
C (-1.86768, 2.85765, -3.98172)
C (-2.75464, 3.94537, -4.53421)
O (-2.33176, 5.13502, -3.83468)
S (-0.76788, 5.04141, -3.53233)
O (-0.06155, 5.77311, -4.52399)
O (-0.56449, 5.28196, -2.14593)
O (-0.58062, 3.48522, -3.81188)
H (-2.21401, 2.51780, -3.00543)
H (-1.78499, 2.00808, -4.64956)
H (-3.80755, 3.75175, -4.36480)
H (-2.58251, 4.09908, -5.60215)
C (-6.29904, -2.39539, -1.93130)
C (-4.84428, -2.79384, -1.82246)
O (-4.20656, -2.09859, -2.90612)
S (-4.94451, -0.70330, -3.15932)
O (-4.23208, 0.33160, -2.50239)
O (-5.27950, -0.61815, -4.53493)
O (-6.27016, -1.01417, -2.31295)
H (-6.80988, -2.95580, -2.71771)
H (-6.83431, -2.51772, -0.99369)
H (-4.69451, -3.86524, -1.91830)
H (-4.40405, -2.44886, -0.88461)
C (3.42654, 2.24300, -5.35654)
C (3.69696, 0.87520, -5.94581)
O (2.46162, 0.16931, -5.78097)
S (1.23669, 1.19054, -5.90193)
O (0.71976, 1.13994, -7.22290)
O (0.41137, 1.02465, -4.76365)
O (2.07867, 2.54211, -5.74501)
H (3.47397, 2.22452, -4.26620)
H (4.10407, 3.00306, -5.73568)
H (4.50225, 0.35090, -5.43949)
H (3.91650, 0.93643, -7.01427)
C (6.14385, 2.43973, 2.11688)
C (6.61181, 1.20197, 2.84891)
O (7.18346, 0.38188, 1.81592)
S (7.84678, 1.30322, 0.70004)
O (9.24396, 1.40417, 0.94802)
O (7.35035, 0.91245, -0.56927)
O (7.16238, 2.68123, 1.12656)
H (5.19866, 2.25660, 1.60528)
H (6.04470, 3.30454, 2.76735)
H (5.80093, 0.67904, 3.34881)
H (7.39727, 1.43266, 3.57270)
C (-7.68254, 4.35679, -7.17595)
C (-6.51541, 5.22162, -6.74795)
O (-6.20347, 4.76614, -5.42618)
S (-6.50680, 3.19483, -5.31184)
O (-5.29896, 2.47947, -5.50856)
O (-7.33344, 2.98084, -4.18380)
O (-7.38539, 3.06041, -6.64545)
H (-8.61949, 4.70251, -6.73442)
H (-7.78860, 4.30464, -8.25610)
H (-6.75791, 6.28032, -6.73483)
H (-5.64216, 5.05623, -7.38286)
C (-4.87451, 2.72021, 5.06440)
C (-6.14269, 2.60110, 4.24544)
O (-5.85612, 3.31995, 3.03760)
S (-4.29981, 3.16511, 2.68461)
O (-4.15430, 2.12043, 1.73810)
O (-3.75599, 4.45943, 2.48239)
O (-3.81787, 2.61620, 4.10671)
H (-4.80311, 3.69538, 5.55134)
H (-4.78296, 1.93527, 5.81031)
H (-7.00714, 3.03065, 4.74396)
H (-6.35150, 1.56158, 3.98357)
C (9.07797, -2.95243, 1.88308)
C (9.24541, -4.33666, 1.29097)
O (8.24648, -5.12786, 1.93442)
S (6.94957, -4.20919, 2.24363)
O (5.99311, -4.37402, 1.22751)
O (6.63965, -4.35536, 3.62230)
O (7.67010, -2.78516, 2.02254)
H (9.53410, -2.88756, 2.87458)
H (9.48632, -2.17151, 1.24553)
H (10.23264, -4.75323, 1.47516)
H (9.04377, -4.33689, 0.21679)



(3)
C30H52Br18NO4 | the ωB97M-V functional and the def2-TZVPD basis

As for the total charge: +1. The energy relative to the best compared isomer or geometry (same formula, charge and spin) is 483.0 kJ/mol.

Geometry (Å):
C (2.17232, -1.15823, 3.63633)
C (3.28022, -0.01427, 3.64010)
O (3.06161, 0.81355, 2.47254)
C (3.37745, 2.15723, 2.71556)
O (4.53618, 2.48785, 2.70651)
C (2.28100, 3.28691, 2.95449)
C (0.79922, 2.71897, 2.66987)
C (0.27005, 2.14741, 4.03738)
C (-1.22407, 1.69759, 4.03212)
C (-2.05811, 2.08902, 5.19146)
N (-3.38331, 1.70816, 5.29657)
C (-4.03665, 0.96076, 4.34370)
C (-3.32772, 0.51561, 3.13262)
C (-1.89538, 0.88384, 2.99808)
C (-1.12390, 0.39801, 1.75788)
O (-0.22429, -0.50383, 1.80406)
O (-1.42034, 1.08158, 0.55048)
H (1.95230, -1.52045, 2.59384)
H (2.48610, -2.05825, 4.22930)
H (1.26355, -0.72224, 4.12761)
H (4.26863, -0.55505, 3.61886)
H (3.25798, 0.59809, 4.58158)
H (2.34900, 3.50826, 4.06190)
H (2.50064, 4.18436, 2.32248)
H (0.92206, 1.95874, 1.85794)
H (0.21077, 3.58005, 2.26030)
H (0.97945, 1.35759, 4.42795)
H (0.34022, 2.99681, 4.78544)
H (-1.63016, 2.69533, 6.03021)
H (-3.90337, 1.98389, 6.13541)
H (-5.12967, 0.67998, 4.46798)
H (-3.85130, -0.09199, 2.34640)
H (-1.66879, 0.44975, -0.14490)
Br (-7.18530, 0.20090, 2.42938)
C (-8.18333, -1.36501, 3.02119)
C (-8.23220, -1.44458, 4.52520)
Br (-6.53660, -2.07094, 5.25542)
H (-7.71740, -2.23145, 2.55737)
H (-9.18529, -1.23496, 2.61186)
H (-8.97008, -2.17966, 4.84631)
H (-8.44793, -0.48941, 4.99869)
Br (-6.36837, -1.02345, -2.94022)
C (-7.32732, 0.53852, -2.27933)
C (-6.38363, 1.67006, -1.96899)
Br (-5.44250, 1.36478, -0.28846)
H (-7.90804, 0.21409, -1.41865)
H (-8.00530, 0.81763, -3.08614)
H (-6.93494, 2.59893, -1.82163)
H (-5.62632, 1.82108, -2.73410)
Br (-0.82425, -2.70964, -2.90947)
C (-0.26696, -3.61027, -1.27652)
C (-1.26360, -3.39154, -0.16702)
Br (-1.08405, -1.57245, 0.60353)
H (0.73192, -3.24686, -1.03784)
H (-0.20876, -4.66672, -1.54166)
H (-1.07059, -4.07157, 0.66437)
H (-2.30000, -3.50553, -0.49044)
Br (-6.40885, 3.44864, -5.28901)
C (-8.29601, 3.23390, -5.72479)
C (-9.08527, 4.46314, -5.35799)
Br (-9.39485, 4.55491, -3.43609)
H (-8.63953, 2.33552, -5.21703)
H (-8.32080, 3.06865, -6.80202)
H (-10.07851, 4.42759, -5.80531)
H (-8.59479, 5.39039, -5.64595)
Br (2.31162, -0.45160, -2.87744)
C (2.45162, -0.11394, -4.79245)
C (1.45044, -0.93084, -5.56909)
Br (2.01570, -2.78891, -5.71722)
H (3.48259, -0.31417, -5.07475)
H (2.24859, 0.95128, -4.90675)
H (1.37961, -0.57253, -6.59610)
H (0.45869, -0.93485, -5.12119)
Br (8.78347, -2.43321, -2.25785)
C (7.31188, -1.36701, -1.55878)
C (6.06700, -1.55237, -2.38735)
Br (6.17809, -0.56209, -4.06095)
H (7.65536, -0.33575, -1.52051)
H (7.15429, -1.73035, -0.54303)
H (5.19826, -1.14236, -1.87155)
H (5.87307, -2.59187, -2.64605)
Br (3.05216, -5.35014, -0.14736)
C (1.84811, -6.82350, 0.27083)
C (0.99624, -6.51088, 1.47428)
Br (2.00957, -6.68832, 3.12761)
H (2.46445, -7.71042, 0.39815)
H (1.22688, -6.94273, -0.61751)
H (0.18062, -7.22895, 1.56216)
H (0.58747, -5.50267, 1.45977)
Br (2.23622, 6.78435, 3.47627)
C (4.05396, 7.47692, 3.60471)
C (4.70465, 7.55368, 2.24841)
Br (5.26490, 5.79207, 1.63738)
H (4.58884, 6.83773, 4.30338)
H (3.94864, 8.47208, 4.03726)
H (5.61930, 8.14450, 2.29638)
H (4.05161, 7.96438, 1.48134)
Br (6.82951, -4.50797, -5.59311)
C (8.62907, -3.78093, -5.41874)
C (9.32194, -3.70441, -6.75462)
Br (9.94022, -5.45841, -7.33539)
H (9.15334, -4.40223, -4.69626)
H (8.49099, -2.78448, -5.00147)
H (10.22288, -3.09501, -6.68296)
H (8.68596, -3.31389, -7.54616)



(4)
C30H52BrN3NiP2S | the ωB97M-V functional and the def2-TZVPD basis

As for the total charge: +2. The spin multiplicity is 3. Its expectation value of S² is 2.012. The energy relative to the best compared isomer or geometry (same formula, charge and spin) is 0.0 kJ/mol.

Geometry (Å):
N (0.93347, 4.32324, 3.41270)
C (0.76304, 3.09762, 3.90930)
C (1.05071, 1.94622, 3.17368)
C (1.56813, 2.08899, 1.86365)
C (1.81503, 3.40094, 1.39000)
C (1.46427, 4.48229, 2.20530)
C (1.84260, 0.94924, 1.03547)
Ni (0.11055, -0.02948, -0.56979)
P (0.16535, -1.76766, -1.86047)
C (2.24908, 1.07012, -0.29709)
C (3.25700, 0.22139, -0.87822)
C (3.84824, 0.57167, -2.11660)
C (4.56848, -0.38498, -2.82332)
C (4.61848, -1.67727, -2.29248)
C (4.25924, -1.98087, -0.97749)
C (3.56510, -1.00631, -0.26347)
Br (5.04249, -3.16857, -3.46719)
H (1.78254, -0.04511, 1.50220)
H (1.99561, 1.97006, -0.87148)
H (0.96262, 0.95346, 3.62770)
H (2.31567, 3.58085, 0.43745)
H (0.39294, 3.00215, 4.93733)
H (1.63070, 5.49649, 1.84045)
H (3.71800, 1.57736, -2.51992)
H (3.23359, -1.22070, 0.75220)
H (5.06963, -0.16285, -3.76561)
H (4.51473, -2.94510, -0.54537)
P (-1.14431, 1.49481, -1.40676)
C (0.82788, -3.13401, -0.83672)
C (1.52942, -4.27099, -1.57496)
H (-0.02687, -3.50326, -0.24857)
H (1.52419, -2.66065, -0.12590)
H (1.78292, -5.06155, -0.85628)
H (0.89399, -4.72790, -2.34390)
H (2.47404, -3.95375, -2.03829)
C (1.30588, -1.52691, -3.27507)
C (1.16523, -2.45590, -4.47759)
H (2.31686, -1.59623, -2.85219)
H (1.17749, -0.48143, -3.59632)
H (1.95228, -2.21125, -5.20397)
H (1.29551, -3.51150, -4.20643)
H (0.19842, -2.32823, -4.98010)
C (-1.44998, -2.28027, -2.55309)
C (-1.58886, -3.73216, -2.99604)
H (-1.66308, -1.59528, -3.38809)
H (-2.18241, -2.06538, -1.76488)
H (-2.60953, -3.89744, -3.36462)
H (-0.90758, -3.98833, -3.81583)
H (-1.42686, -4.43161, -2.16791)
C (-2.98147, 1.41504, -1.24149)
C (-3.68678, 0.21379, -1.86407)
H (-3.37722, 2.35394, -1.65953)
H (-3.18541, 1.43282, -0.16387)
H (-4.74446, 0.45242, -2.03562)
H (-3.25470, -0.07880, -2.82751)
H (-3.65894, -0.64821, -1.18886)
C (-0.89030, 1.71867, -3.22019)
C (0.49278, 2.23777, -3.61444)
H (-1.67389, 2.41602, -3.55690)
H (-1.09948, 0.74527, -3.68955)
H (0.54576, 2.36047, -4.70462)
H (0.69638, 3.21447, -3.15930)
H (1.29767, 1.55187, -3.32071)
C (-0.84792, 3.20980, -0.79585)
C (-1.51351, 3.53204, 0.54135)
H (-1.18085, 3.91357, -1.57713)
H (0.24264, 3.32892, -0.70943)
H (-1.25346, 4.55103, 0.85303)
H (-2.60676, 3.46664, 0.49232)
H (-1.15414, 2.85582, 1.32733)
C (-3.17440, 1.73251, 5.05868)
C (-3.16461, 0.55059, 4.11518)
N (-2.03369, 0.67186, 3.13693)
C (-1.49365, -0.47922, 2.61009)
S (-1.50598, -0.80676, 0.92278)
N (-1.04335, -1.41016, 3.45684)
C (-0.62596, -1.15225, 4.85598)
C (-1.18094, -2.24319, 5.74763)
H (-2.20170, 1.89353, 5.54197)
H (-3.92353, 1.55555, 5.83895)
H (-3.45445, 2.65123, 4.53164)
H (-3.06762, -0.39600, 4.65491)
H (-4.09621, 0.52558, 3.52935)
H (-2.31437, 1.31465, 2.39292)
H (-0.59835, -2.21495, 3.00762)
H (0.47352, -1.13353, 4.88381)
H (-0.98601, -0.16089, 5.14624)
H (-0.65555, -3.18491, 5.57263)
H (-1.05472, -1.97742, 6.79849)
H (-2.24627, -2.40352, 5.54698)



Look up the total charge of the fourth one. +2